a:
ORCA calculation (wB97M-V/def2-TZVPD) on a single C6H14O molecule.

```
! RIJCOSX wB97M-V def2-TZVPD def2/J DEFGRID3
* xyz 0 1
C -2.6177 -0.7580 1.5841
C -1.8061 0.5349 1.4493
C -0.2675 0.3518 1.4872
C 0.3980 0.7715 0.1870
C 0.3193 -0.2634 -0.9335
C 1.5942 -0.7757 -1.5819
O 2.3919 0.2683 -2.1297
H -3.4977 -0.7482 0.9460
H -2.8780 -0.9420 2.6202
H -2.0136 -1.5686 1.1848
H -1.9659 0.9190 0.4392
H -2.0782 1.3592 2.1044
H 0.0701 -0.6372 1.7987
H 0.1190 1.0406 2.2359
H 1.4493 0.9515 0.4405
H 0.0401 1.7453 -0.1501
H -0.3647 0.0153 -1.7345
H -0.0927 -1.1779 -0.4841
H 2.1666 -1.3553 -0.8464
H 1.3772 -1.4128 -2.4339
H 2.7572 0.7782 -1.3926
*
```

Computed properties:
Structure (SMILES): CCCCCCO
HOMO level: -10.2 eV
Gap between HOMO and LUMO: 11.2 eV


b:
ORCA calculation (wB97M-V/def2-TZVPD) on 2 unconnected molecules or ions with the total composition C6H14O.

```
! RIJCOSX wB97M-V def2-TZVPD def2/J DEFGRID3
* xyz 0 1
C -2.1095 -0.3226 -2.4751
C -1.4671 0.4564 -1.6096
C -1.7610 0.2917 -0.1345
C -0.6734 -0.6344 0.4817
C 0.7558 -0.0714 0.2958
C 1.0984 1.4211 0.4467
H -3.0056 -0.8233 -2.0975
H -2.0382 -0.3573 -3.5544
H -1.0101 1.3657 -1.9802
H -1.5478 1.2448 0.3566
H -2.7817 -0.0584 -0.0259
H -0.8553 -0.6536 1.5566
H -0.7336 -1.5682 -0.0700
H 1.2466 -0.6563 -0.4856
H 1.3290 -0.6016 1.0701
H 1.3986 1.5831 1.4748
H 0.2506 2.0085 0.1244
H 2.0242 1.6136 -0.0894
O 3.3257 -1.7519 2.1678
H 3.2626 -1.4042 3.0634
H 3.2921 -1.0817 1.4844
*
```

Computed properties:
Structure (SMILES): C=CCCCC.O
HOMO level: -9.4 eV
Gap between HOMO and LUMO: 10.2 eV


c:
ORCA calculation (wB97M-V/def2-TZVPD) on a molecular structure, C6H14O.

```
! RIJCOSX wB97M-V def2-TZVPD def2/J DEFGRID3
* xyz 0 1
C -3.0301 0.5780 -0.0098
C -1.8242 -0.2323 0.4560
C -0.7616 -0.3841 -0.6320
C 0.4336 -1.1985 -0.1771
C 1.7088 -1.0028 -0.7620
O 2.4162 -0.1749 0.7393
C 2.5865 1.2188 0.6313
H -3.7960 0.6514 0.7693
H -3.4923 0.1209 -0.8928
H -2.7344 1.5981 -0.2839
H -1.3701 0.2403 1.3374
H -2.1466 -1.2319 0.7791
H -1.2296 -0.8435 -1.5165
H -0.4323 0.6176 -0.9490
H 0.2130 -2.2126 0.1632
H 1.2390 -0.5415 0.8140
H 2.4395 -1.8055 -0.7995
H 1.8635 -0.1992 -1.4830
H 3.4973 1.4451 0.0693
H 2.6841 1.6598 1.6274
H 1.7357 1.6965 0.1190
*
```

Computed properties:
HOMO level: -8.1 eV
Gap between HOMO and LUMO: 9.2 eV


d:
ORCA calculation (wB97M-V/def2-TZVPD) on a single C6H14O molecule.

```
! RIJCOSX wB97M-V def2-TZVPD def2/J DEFGRID3
* xyz 0 1
C 0.5600 2.3759 -0.6366
C 1.3405 1.0767 -0.5451
C 0.4134 -0.2511 -0.8845
C -0.5197 -0.5645 0.2418
C -1.1615 -2.0438 -0.2438
C 0.1383 -0.7474 1.6046
O -1.5523 0.3819 0.2857
H 0.1266 2.4927 -1.6286
H -0.2480 2.3943 0.0907
H 1.2059 3.2349 -0.4491
H 1.8182 0.9789 0.4303
H 2.1414 1.0660 -1.2880
H 1.0997 -1.0772 -1.0558
H -0.1546 -0.0109 -1.7811
H -1.9843 -2.2718 0.4324
H -1.5586 -1.9967 -1.2550
H -0.4055 -2.8205 -0.1648
H -0.5490 -1.2538 2.2824
H 0.3944 0.2185 2.0346
H 1.0405 -1.3464 1.5167
H -2.1455 0.1644 1.0134
*
```

Computed properties:
Structure (SMILES): CCCC(C)(C)O
HOMO level: -9.5 eV
Gap between HOMO and LUMO: 10.4 eV


Taking the most stable structure as the zero point, the relative energies in hartree are a 0.0122; b 0.0581; c 0.1167; d 0.0000.


a:
ORCA calculation (wB97M-V/def2-TZVPD) on a molecular structure, C6H14O.

```
! RIJCOSX wB97M-V def2-TZVPD def2/J DEFGRID3
* xyz 0 1
C 0.9621 0.9610 2.5745
O 0.8577 0.6233 1.3046
C -0.1051 -0.0755 0.7889
C -0.0876 -0.3366 -0.6930
C -1.5352 -0.5780 -1.1423
C 0.4971 0.8639 -1.4445
C 0.7540 -1.5935 -0.9916
H -0.8723 1.7390 2.2606
H 1.8510 1.5368 2.7921
H 0.5206 0.2951 3.3106
H -1.3010 1.4453 1.6717
H -0.6677 -0.7206 1.4651
H -1.9920 -1.4052 -0.5849
H -1.5653 -0.8361 -2.2074
H -2.1468 0.3170 -0.9845
H 1.5356 1.0485 -1.1512
H -0.0801 1.7715 -1.2368
H 0.4753 0.6778 -2.5244
H 1.7914 -1.4525 -0.6680
H 0.7575 -1.8098 -2.0673
H 0.3510 -2.4712 -0.4721
*
```

Computed properties:
HOMO level (spin up / spin down): -7.4 / -7.3 eV
Gap between HOMO and LUMO (spin up / spin down): 8.1 / 8.0 eV


b:
ORCA calculation (wB97M-V/def2-TZVPD) on 2 unconnected molecules or ions with the total composition C6H14O.

```
! RIJCOSX wB97M-V def2-TZVPD def2/J DEFGRID3
* xyz 0 1
C -0.0770 2.4633 -0.4294
C -1.0804 1.4971 -0.9781
C -0.4529 -0.0138 -0.8064
C 0.5924 0.2440 0.3448
C 1.1505 1.5493 -0.2405
H 0.2822 3.3481 -1.0618
H -0.4212 2.9550 0.5330
H -1.1567 1.9063 -1.9937
H -2.1762 1.5519 -0.4596
H 0.2287 -0.1948 -1.6907
H -1.2634 -0.8837 -0.6943
H 1.1415 -0.7320 0.7816
H 0.1029 0.4571 1.2800
H 1.6828 1.2503 -1.0902
H 1.9577 2.0076 0.4120
C -0.0234 -2.8266 1.3294
O -0.7488 -2.5146 0.2421
H -0.6924 -2.8123 2.2014
H 0.4563 -3.8172 1.4253
H 0.9313 -2.1655 1.4903
H -0.4340 -3.2694 -0.5954
*
```

Computed properties:
Structure (SMILES): C1CCCC1.CO
HOMO level: -10.0 eV
Gap between HOMO and LUMO: 10.5 eV


Taking the most stable structure as the zero point, the relative energies in hartree are a 0.0155; b 0.0000.


a:
ORCA calculation (wB97M-V/def2-TZVPD) on a single C6H14O molecule.

```
! RIJCOSX wB97M-V def2-TZVPD def2/J DEFGRID3
* xyz 0 1
C 2.5007 -1.1740 2.1280
C 1.6927 -0.0026 1.5764
C 0.8863 -0.3846 0.3371
C -0.0509 0.7250 -0.1319
C -0.9815 0.2703 -1.2432
O -2.0114 1.2206 -1.3894
C -3.1108 0.7126 -2.0956
H 3.0546 -0.8962 3.0309
H 3.2221 -1.5401 1.3880
H 1.8394 -2.0099 2.3869
H 1.0026 0.3644 2.3486
H 2.3583 0.8372 1.3365
H 1.5697 -0.6744 -0.4745
H 0.2910 -1.2803 0.5689
H 0.5191 1.6045 -0.4560
H -0.6801 1.0502 0.7065
H -0.4382 0.1365 -2.1954
H -1.4128 -0.7111 -0.9795
H -2.8464 0.4314 -3.1273
H -3.8748 1.4935 -2.1251
H -3.5298 -0.1730 -1.5898
*
```

Computed properties:
Structure (SMILES): CCCCCOC
HOMO level: -9.8 eV
Gap between HOMO and LUMO: 10.9 eV


b:
ORCA calculation (wB97M-V/def2-TZVPD) on 3 unconnected molecules or ions with the total composition C6H14O.

```
! RIJCOSX wB97M-V def2-TZVPD def2/J DEFGRID3
* xyz 0 1
C -3.2224 0.2079 -0.4639
C -2.1845 0.0248 0.5685
C -0.9907 -0.6432 0.0002
C 0.2915 -0.5722 0.8353
C 1.3631 -0.0015 -0.0675
O 2.5701 0.0595 0.6414
C 3.6055 0.5973 -0.1339
H -3.6084 -0.7088 -0.9119
H -2.1914 0.4769 -1.4885
H -4.0511 0.8902 -0.1814
H -1.9672 0.9417 1.1332
H -2.2630 -0.8289 1.2714
H -1.2305 -1.6472 -0.3655
H -1.1304 0.0630 -1.3985
H 0.6444 -1.5380 1.2317
H 0.1811 0.0914 1.7088
H 1.4603 -0.6349 -0.9665
H 1.0474 0.9985 -0.4118
H 3.7974 -0.0126 -1.0311
H 4.5035 0.6110 0.4871
H 3.3753 1.6251 -0.4571
*
```

Computed properties:
HOMO level: -9.1 eV
Gap between HOMO and LUMO: 10.2 eV


Taking the most stable structure as the zero point, the relative energies in hartree are a 0.0000; b 0.1470.


a:
ORCA calculation (wB97M-V/def2-TZVPD) on a single C6H14O molecule.

```
! RIJCOSX wB97M-V def2-TZVPD def2/J DEFGRID3
* xyz 0 1
C 0.9293 0.3592 -1.7746
C 0.6497 1.1036 -0.4958
C 2.1437 1.0370 0.4285
C -0.4897 0.5491 0.3845
C -1.0267 -0.8729 0.2327
C -2.0140 -1.2086 1.3523
O -1.6471 -1.1056 -1.0364
H 1.8385 0.7825 -2.2022
H 0.1037 0.4126 -2.4894
H 1.0961 -0.7023 -1.5574
H 0.4802 2.1730 -0.6268
H 2.8183 1.7459 -0.0520
H 2.6343 0.0401 0.4155
H 2.1420 1.3196 1.5149
H -1.2359 1.2720 0.7533
H 0.4398 0.5681 0.9858
H -0.1572 -1.5415 0.3226
H -2.9089 -0.5801 1.2736
H -1.5612 -1.0520 2.3363
H -2.3378 -2.2569 1.2928
H -1.8970 -2.0427 -1.0581
*
```

Computed properties:
Structure (SMILES): CC(C)C[C@@H](C)O
HOMO level: -9.4 eV
Gap between HOMO and LUMO: 10.4 eV


b:
ORCA calculation (wB97M-V/def2-TZVPD) on a single C6H14O molecule.

```
! RIJCOSX wB97M-V def2-TZVPD def2/J DEFGRID3
* xyz 0 1
C 0.0084 -2.5456 0.1955
C 0.3905 -1.0982 -0.1159
C 1.6976 -0.6930 0.5607
C -0.6551 -0.0512 0.2649
C -0.5579 1.1703 -0.6770
C -1.3135 2.3492 -0.0854
O 0.8234 1.4818 -0.9683
H 0.8514 -3.2075 -0.0396
H -0.8490 -2.8825 -0.4009
H -0.2398 -2.6895 1.2545
H 0.5113 -1.0202 -1.2047
H 2.5463 -1.2592 0.1711
H 1.6111 -0.8585 1.6421
H 1.8792 0.3684 0.3852
H -0.5290 0.2412 1.3206
H -1.6752 -0.4630 0.2052
H -1.0109 0.8498 -1.6268
H -0.7332 2.7574 0.7490
H -2.2843 2.0352 0.3173
H -1.4975 3.1340 -0.8257
H 0.9776 2.4040 -1.2139
*
```

Computed properties:
Structure (SMILES): CC(C)C[C@@H](C)O
HOMO level: -10.1 eV
Gap between HOMO and LUMO: 11.0 eV


Taking the most stable structure as the zero point, the relative energies in hartree are a 0.0758; b 0.0000.


a:
ORCA calculation (wB97M-V/def2-TZVPD) on a single C6H14O molecule.

```
! RIJCOSX wB97M-V def2-TZVPD def2/J DEFGRID3
* xyz 0 1
C -1.4557 -0.8347 -1.0397
C -1.1165 -0.3046 0.3528
C -2.2854 0.4877 0.9302
C 0.1428 0.5616 0.3484
C 1.3701 -0.1748 -0.1524
C 2.6209 0.6935 -0.1441
O 1.4813 -1.4185 0.4595
H -2.3457 -1.4725 -0.9971
H -0.6329 -1.4172 -1.4652
H -1.6650 -0.0049 -1.7277
H -0.9176 -1.1635 1.0083
H -3.1927 -0.1246 0.9626
H -2.4957 1.3688 0.3102
H -2.0704 0.8348 1.9482
H 0.2989 0.9810 1.3574
H 0.0300 1.4186 -0.3297
H 1.2362 -0.2955 -1.4051
H 3.5661 0.1615 0.0264
H 2.6023 1.6423 0.4147
H 2.4341 0.7732 -1.2187
H 2.3948 -1.7122 0.3608
*
```

Computed properties:
Structure (SMILES): CC(C)C[C@@H](C)O
HOMO level: -9.8 eV
Gap between HOMO and LUMO: 10.8 eV


b:
ORCA calculation (wB97M-V/def2-TZVPD) on a single C6H14O molecule.

```
! RIJCOSX wB97M-V def2-TZVPD def2/J DEFGRID3
* xyz 0 1
C 1.8404 -0.1536 -0.9281
C 1.0687 0.2638 0.3270
C 1.8780 -0.0660 1.5825
C -0.3245 -0.3782 0.3968
C -1.3548 0.2306 -0.5520
C -2.7496 -0.3396 -0.3762
O -1.3906 1.6472 -0.4262
H 2.7857 0.3953 -1.0123
H 1.2718 0.0246 -1.8491
H 2.0825 -1.2237 -0.8920
H 0.9121 1.3501 0.3018
H 2.8661 0.4082 1.5566
H 2.0326 -1.1485 1.6787
H 1.3624 0.2793 2.4860
H -0.7018 -0.2980 1.4260
H -0.2597 -1.4479 0.1561
H -1.0511 0.0182 -1.5916
H -3.1271 -0.2299 0.6467
H -2.7234 -1.4024 -0.6292
H -3.4396 0.1723 -1.0546
H -0.9780 1.8981 -1.2469
*
```

Computed properties:
Structure (SMILES): CC(C)C[C@@H](C)O
HOMO level: -10.2 eV
Gap between HOMO and LUMO: 11.1 eV


c:
ORCA calculation (wB97M-V/def2-TZVPD) on 2 unconnected molecules or ions with the total composition C6H14O.

```
! RIJCOSX wB97M-V def2-TZVPD def2/J DEFGRID3
* xyz 0 1
C -1.9082 1.0628 -0.9480
C -0.5099 1.5521 -0.9455
C 0.6612 0.8475 -0.7376
C 1.9934 1.4523 -1.0034
C 0.7188 -0.5867 -0.2541
C 0.8905 -0.5705 1.2788
H -2.0661 0.1035 -0.4271
H -2.2336 0.9518 -1.9961
H -2.5336 1.8325 -0.4651
H -0.3831 2.5967 -1.2591
H 2.6514 1.5880 -0.1287
H 1.8139 2.4379 -1.4648
H 2.5101 0.8097 -1.7361
H 1.4785 -1.2621 -0.6926
H -0.2735 -1.0539 -0.4041
H 1.8575 -0.0639 1.4366
H 0.9655 -1.6003 1.6668
H 0.1150 -0.0345 1.8513
O -1.8113 -3.1959 2.4297
H -1.7186 -4.1312 2.1384
H -2.2180 -2.7357 1.6609
*
```

Computed properties:
Structure (SMILES): C/C=C(/C)CC.O
HOMO level: -8.6 eV
Gap between HOMO and LUMO: 9.3 eV


Taking the most stable structure as the zero point, the relative energies in hartree are a 0.0414; b 0.0000; c 0.0305.


a:
ORCA calculation (wB97M-V/def2-TZVPD) on 2 unconnected molecules or ions with the total composition C6H14O.

```
! RIJCOSX wB97M-V def2-TZVPD def2/J DEFGRID3
* xyz 0 1
C -1.9813 -1.1646 -0.9963
C -2.1817 -0.7170 0.4038
C -2.6126 0.6910 0.5148
C 0.7481 0.2649 1.1510
C 1.4857 -0.0193 -0.1436
C 2.7837 0.7696 -0.2225
O 1.7205 -1.4220 -0.1822
H -2.5630 -2.0810 -1.1621
H -0.9334 -1.5094 -1.0394
H -2.1715 -0.4466 -1.8140
H -0.1371 -0.3734 1.2509
H -3.7069 0.5228 0.5647
H -2.4292 1.3750 -0.3330
H -2.3469 1.1626 1.4683
H 1.3965 0.0495 2.0077
H 0.4385 1.3168 1.1830
H 0.8402 0.2612 -0.9958
H 3.4220 0.5377 0.6379
H 2.5762 1.8443 -0.2311
H 3.3429 0.5374 -1.1351
H 2.3092 -1.5995 -0.9272
*
```

Computed properties:
HOMO level: -8.1 eV
Gap between HOMO and LUMO: 8.6 eV


b:
ORCA calculation (wB97M-V/def2-TZVPD) on 2 unconnected molecules or ions with the total composition C6H14O.

```
! RIJCOSX wB97M-V def2-TZVPD def2/J DEFGRID3
* xyz 0 1
C -1.7963 0.8912 -0.4919
O -3.0569 0.2192 -0.4491
C -1.1702 0.9514 0.9251
C -1.0965 -0.3712 1.6322
C 1.5525 -0.5888 -1.0384
C 1.3590 -0.9936 0.3945
C 2.7557 0.1827 -1.3551
H -1.1657 0.4671 -1.2733
H -2.0074 1.9338 -0.7710
H -3.0373 -0.3769 0.3072
H -0.1977 1.4598 0.7484
H -1.7866 1.6005 1.5724
H -1.4026 -1.2121 1.0149
H -1.5928 -0.5132 2.5888
H 1.0462 -1.2881 -1.7231
H 0.3797 -0.6159 0.8893
H 1.2352 -2.0937 0.4744
H 2.2686 -0.7447 0.9493
H 2.6891 0.8979 -2.1556
H 1.2968 0.5275 -0.8613
H 3.7272 -0.3327 -1.3777
*
```

Computed properties:
HOMO level: -6.6 eV
Gap between HOMO and LUMO: 4.4 eV


c:
ORCA calculation (wB97M-V/def2-TZVPD) on 2 unconnected molecules or ions with the total composition C6H14O.

```
! RIJCOSX wB97M-V def2-TZVPD def2/J DEFGRID3
* xyz 0 1
C 2.5803 0.6936 -0.0485
C 1.3751 -0.1275 0.3533
O 1.4359 -1.3358 0.4603
C 0.0895 0.6406 0.6184
C -1.1762 -0.2127 0.5161
C -1.4789 -0.5571 -0.9444
C -2.3617 0.4976 1.1701
H 2.7059 1.5616 0.6088
H 2.4298 1.0786 -1.0649
H 3.4786 0.0733 -0.0302
H 0.1873 1.0669 1.6297
H 0.0349 1.5049 -0.0606
H -0.9798 -1.1484 1.0544
H -2.3784 -1.1784 -1.0212
H -0.6513 -1.1072 -1.4067
H -1.6538 0.3562 -1.5302
H -3.2683 -0.1144 1.1047
H -2.5695 1.4559 0.6756
H -2.1715 0.7027 2.2306
H 2.2179 -1.9353 -2.5290
H 2.1542 -1.9152 -1.7862
*
```

Computed properties:
Structure (SMILES): CC(=O)CC(C)C.[H][H]
HOMO level: -9.7 eV
Gap between HOMO and LUMO: 10.6 eV


Taking the most stable structure as the zero point, the relative energies in hartree are a 0.1134; b 0.2930; c 0.0000.